Below is a cluster of 8 separate species, C26H58IN6O8 in total in a non-equilibrium geometry, with properties calculated with ωB97M-V with the def2-TZVPD basis set.

Structure (ORCA input):
```
! wB97M-V def2-TZVPD RIJCOSX def2/J DEFGRID3
* xyz 1 1
C -1.761 2.702 1.673
N -2.825 1.692 1.540
C -2.396 0.316 1.799
N -1.054 -0.056 1.258
C -0.932 0.023 -0.102
C -1.925 0.435 -1.210
C -1.813 -0.683 -2.336
C -2.074 -2.064 -1.862
C -1.984 -3.214 -2.753
C -1.608 -2.949 -4.152
C -1.368 -1.576 -4.627
C -0.971 -1.340 -6.118
C -1.461 -0.403 -3.719
N 0.368 -0.404 -0.385
C 0.963 -0.706 0.826
N 2.215 -1.155 0.909
I 3.256 -1.581 2.614
C 2.966 -1.374 -0.382
C 2.745 -2.796 -1.020
C 1.459 -2.939 -1.922
C 2.747 -3.993 0.000
N 0.087 -0.476 1.903
N 0.175 -0.644 3.248
C 0.038 0.583 4.066
C -0.507 -1.827 3.768
C 0.372 -2.820 4.628
O -1.651 -2.142 3.574
H -2.203 3.673 1.296
H -1.561 2.867 2.763
H -0.843 2.522 1.051
H -3.371 1.792 0.689
H -2.464 0.163 2.914
H -3.153 -0.369 1.324
H -1.591 1.387 -1.711
H -2.999 0.449 -0.910
H -2.333 -2.236 -0.782
H -2.183 -4.219 -2.321
H -1.520 -3.840 -4.819
H -1.780 -0.784 -6.660
H -0.057 -0.686 -6.119
H -0.685 -2.299 -6.624
H -1.279 0.639 -4.080
H 2.812 -0.521 -1.099
H 4.063 -1.321 -0.114
H 3.629 -2.969 -1.708
H 1.430 -3.993 -2.332
H 0.558 -2.851 -1.247
H 1.397 -2.222 -2.777
H 1.831 -3.889 0.655
H 3.626 -3.932 0.704
H 2.705 -5.002 -0.480
H -0.934 0.610 4.641
H 0.082 1.465 3.379
H 0.881 0.683 4.797
H 1.100 -2.250 5.280
H 1.014 -3.476 3.976
H -0.271 -3.471 5.265
C 4.854 1.919 5.077
O 3.660 2.316 4.407
H 5.140 2.702 5.777
H 4.678 0.990 5.627
H 5.656 1.776 4.348
H 3.427 1.610 3.795
C -6.115 -2.040 -3.136
O -4.814 -2.165 -3.700
H -6.850 -2.361 -3.873
H -6.195 -2.673 -2.247
H -6.304 -0.998 -2.868
H -4.183 -1.876 -3.030
C 2.627 0.643 -5.102
O 1.610 0.614 -6.097
H 2.290 0.066 -4.242
H 3.545 0.201 -5.497
H 2.815 1.675 -4.793
H 1.927 1.130 -6.847
C -7.817 1.478 -3.649
O -7.933 0.748 -2.433
H -7.290 0.861 -4.376
H -8.810 1.720 -4.034
H -7.251 2.398 -3.479
H -8.401 1.311 -1.806
C 4.416 4.128 8.181
O 5.712 4.007 7.605
H 3.679 3.784 7.457
H 4.351 3.513 9.082
H 4.216 5.172 8.431
H 6.346 4.316 8.262
C -2.790 4.448 -1.457
O -3.627 4.844 -0.378
H -2.135 3.649 -1.113
H -3.402 4.083 -2.286
H -2.184 5.296 -1.786
H -4.198 5.551 -0.701
C 6.765 -0.378 1.124
O 6.351 -0.309 -0.236
H 6.414 -1.318 1.548
H 7.855 -0.341 1.182
H 6.333 0.456 1.684
H 6.671 0.528 -0.591
*
```

DFT total energy   -2253.11753 a.u.